(1)
A molecular structure, C39H40IN5O2SSiSr, computed with wB97M-V/def2-TZVPD.

```
90
Properties=species:S:1:pos:R:3:mulliken_charge:R:1
Sr 0.11 -0.63 -0.21 1.81
C -1.94 -6.52 -1.93 -0.99
Si -3.29 -5.66 -0.95 0.21
C -4.51 -4.80 -2.09 -0.99
C -4.25 -7.03 -0.07 -1.11
C -2.61 -4.52 0.37 0.39
C -2.85 -4.76 1.71 0.05
C -2.34 -3.93 2.71 -1.18
C -1.59 -2.85 2.29 -0.50
N -1.33 -2.57 1.01 0.09
C -1.82 -3.38 0.04 0.06
S -1.45 -2.97 -1.59 -0.58
H -2.38 -7.23 -2.64 0.31
H -1.28 -7.07 -1.26 0.32
H -1.34 -5.79 -2.48 0.27
H -4.89 -5.50 -2.84 0.30
H -4.03 -3.96 -2.59 0.27
H -5.37 -4.42 -1.52 0.32
H -4.67 -7.71 -0.81 0.26
H -5.08 -6.64 0.53 0.29
H -3.60 -7.61 0.59 0.29
H -3.45 -5.62 2.01 0.28
H -2.52 -4.11 3.76 0.38
H -1.16 -2.16 3.01 0.44
C 1.51 10.91 2.25 -0.85
O 1.81 9.78 1.49 -0.43
C 0.74 9.15 0.87 0.95
C 1.03 8.02 0.11 -0.74
C 0.04 7.31 -0.53 0.09
C -1.32 7.71 -0.47 -0.07
C -1.58 8.87 0.30 -0.67
C -0.58 9.57 0.96 -0.25
N -2.35 7.17 -1.19 -1.06
N -2.28 5.94 -1.70 -0.48
C -1.75 4.90 -0.99 -0.27
C -1.55 4.84 0.39 -0.44
C -1.11 3.67 1.04 -0.75
C -0.82 2.48 0.37 0.10
O -0.40 1.39 0.97 -0.76
C -1.02 2.51 -1.05 -0.19
N -0.76 1.36 -1.75 -0.19
C -0.93 1.34 -3.05 -0.52
C -1.36 2.45 -3.78 -0.92
C -1.63 3.62 -3.11 -0.50
C -1.47 3.69 -1.72 1.56
H 2.45 11.28 2.66 0.24
H 0.83 10.68 3.08 0.32
H 1.05 11.70 1.64 0.32
H 2.06 7.69 0.05 0.37
H 0.30 6.44 -1.11 0.34
H -2.61 9.21 0.35 0.32
H -0.86 10.45 1.53 0.30
H -1.77 5.71 0.99 0.34
H -0.99 3.67 2.11 0.40
H -0.71 0.40 -3.55 0.45
H -1.48 2.38 -4.86 0.37
H -1.97 4.51 -3.61 0.48
I 2.33 2.12 5.20 0.06
C 2.21 0.35 4.12 -0.32
C 3.03 -0.73 4.43 -0.17
C 2.92 -1.88 3.66 -0.83
C 2.01 -1.90 2.62 -0.44
N 1.22 -0.86 2.34 0.61
C 1.31 0.25 3.06 -0.44
H 3.74 -0.66 5.24 0.36
H 3.55 -2.74 3.86 0.39
H 1.91 -2.76 1.97 0.38
H 0.66 1.06 2.75 0.46
C 5.10 -1.53 -0.33 -2.20
C 4.01 -0.50 -0.66 3.28
C 3.99 0.53 0.48 -1.53
C 2.65 -1.18 -0.79 -1.59
C 4.27 0.21 -1.98 -0.42
C 3.39 1.21 -2.40 0.00
C 3.55 1.86 -3.61 -0.85
C 4.61 1.53 -4.45 -0.37
C 5.50 0.54 -4.05 -0.71
C 5.33 -0.11 -2.83 -0.26
H 4.84 -2.02 0.61 0.36
H 6.09 -1.07 -0.21 0.43
H 5.16 -2.31 -1.09 0.46
H 3.81 0.01 1.43 0.13
H 3.18 1.25 0.35 0.26
H 4.93 1.08 0.56 0.43
H 2.78 -1.98 -1.56 0.00
H 2.54 1.47 -1.77 0.15
H 2.84 2.62 -3.90 0.42
H 4.74 2.03 -5.40 0.37
H 6.33 0.27 -4.69 0.34
H 6.04 -0.87 -2.54 0.37
```

Summary:
Maximum force = 0.14 eV/Å
Lowest unoccupied orbital energy (alpha / beta) = 3.40 / 3.40 eV
Energy above the lowest of the compared OMol25 structures with the same formula, charge and spin = 46.9 kJ/mol
Frontier orbital gap (alpha / beta) = 4.27 / 3.50 eV
Charge = -2
HOMO level (alpha / beta) = -0.86 / -0.09 eV


(2)
A molecular structure, C29H38Br54NO8P in a non-equilibrium geometry, computed with wB97M-V/def2-TZVPD.

```
131
Properties=species:S:1:pos:R:3:mulliken_charge:R:1
N -2.36 -3.68 -2.96 -0.37
C -1.54 -2.56 -3.56 -0.53
C -2.34 -1.70 -4.65 -0.75
C -3.55 -0.79 -4.07 0.81
C -4.92 -1.46 -4.64 -0.27
C -6.01 -0.33 -5.02 0.23
O -6.13 0.00 -6.24 -0.59
O -6.86 0.29 -4.07 -0.41
O -3.45 0.51 -4.74 -0.39
C -3.23 1.60 -3.86 0.02
O -4.23 2.23 -3.39 -0.52
C -1.79 2.18 -3.43 -0.45
C -0.56 1.23 -3.82 0.20
C 0.78 2.13 -3.64 -0.97
C 1.99 1.45 -4.55 -0.94
O 2.96 0.78 -3.66 -0.31
C 2.36 -0.43 -3.15 -0.07
O 2.16 -0.55 -1.92 -0.50
P -3.73 -0.77 -2.19 0.04
O -5.18 -0.05 -1.65 -0.34
O -2.34 -0.21 -1.37 -0.01
H -2.26 -3.69 -1.93 0.28
H -3.35 -3.55 -3.23 0.17
H -1.00 -1.94 -2.76 0.06
H -0.70 -3.10 -4.14 0.29
H -2.65 -2.42 -5.48 0.44
H -1.59 -0.97 -5.13 0.20
H -4.76 -2.06 -5.60 0.17
H -5.38 -2.06 -3.78 0.32
H -6.70 1.26 -4.07 0.35
H -1.71 3.21 -3.93 0.53
H -1.72 2.33 -2.29 0.18
H -0.45 0.36 -3.07 -0.20
H -0.57 0.90 -4.91 0.32
H 1.02 2.15 -2.52 0.58
H 0.62 3.23 -3.95 0.61
H 2.46 2.20 -5.27 0.44
H 1.54 0.61 -5.21 0.44
H 2.04 -1.22 -3.92 0.48
H -5.89 -0.73 -1.52 0.30
H -2.49 -0.12 -0.38 -0.10
C 3.47 -2.56 1.20 0.37
Br 3.75 -4.33 0.44 -0.05
Br 1.95 -2.52 2.40 0.10
Br 5.08 -1.89 2.05 -0.09
H 3.24 -1.89 0.37 -0.26
C 8.78 -1.47 2.98 0.65
Br 9.22 -3.22 3.70 -0.01
Br 8.99 -0.07 4.31 -0.02
Br 9.79 -1.08 1.37 0.03
H 7.73 -1.49 2.70 -0.70
C -3.65 0.65 3.00 -0.41
Br -4.54 2.19 3.78 0.19
Br -4.22 0.34 1.18 0.07
Br -1.72 0.79 3.14 0.12
H -3.95 -0.22 3.59 0.37
C -8.23 2.33 1.57 -0.40
Br -7.78 0.59 2.30 -0.02
Br -8.05 3.73 2.89 0.00
Br -7.22 2.72 -0.04 0.00
H -9.28 2.29 1.29 0.38
C -3.00 -5.89 -5.58 -0.01
Br -1.92 -6.25 -7.15 -0.04
Br -4.40 -4.60 -5.95 0.03
Br -3.70 -7.52 -4.80 0.01
H -2.34 -5.44 -4.83 0.10
C -6.46 -8.14 -1.43 -0.36
Br -7.55 -7.72 0.11 -0.03
Br -6.12 -6.58 -2.53 0.06
Br -4.82 -9.04 -0.92 -0.02
H -7.03 -8.84 -2.04 0.37
C -5.30 5.60 6.28 -0.30
Br -3.52 5.01 5.79 0.06
Br -5.89 7.09 5.19 -0.04
Br -6.58 4.14 6.24 -0.08
H -5.25 5.95 7.30 0.33
C -9.53 -3.30 1.85 -0.32
Br -10.76 -4.71 2.34 -0.04
Br -8.31 -2.86 3.30 -0.04
Br -8.57 -3.71 0.21 0.03
H -10.12 -2.40 1.65 0.33
C -1.31 2.96 9.13 -0.35
Br -1.42 2.04 7.42 0.10
Br -1.95 4.78 9.00 -0.02
Br -2.22 1.97 10.53 -0.05
H -0.26 3.00 9.40 0.34
C 5.65 -3.95 -3.22 -0.37
Br 4.30 -2.63 -2.75 0.21
Br 5.84 -4.12 -5.15 -0.05
Br 7.34 -3.59 -2.36 0.03
H 5.30 -4.91 -2.85 0.36
C 0.74 -8.53 -5.55 -0.06
Br 0.28 -10.26 -4.81 -0.01
Br 0.81 -7.15 -4.19 0.04
Br 2.39 -8.61 -6.58 -0.03
H -0.05 -8.26 -6.24 0.04
C -0.92 -2.67 5.99 -0.31
Br -2.26 -1.36 6.47 -0.08
Br -0.72 -2.85 4.07 -0.10
Br 0.78 -2.30 6.86 -0.05
H -1.26 -3.63 6.37 0.41
C 13.18 -2.74 -0.87 -0.37
Br 11.47 -3.61 -1.13 0.02
Br 14.60 -4.01 -0.54 -0.03
Br 13.61 -1.55 -2.35 0.07
H 13.09 -2.12 0.02 0.33
C 1.07 7.89 7.93 -0.39
Br 1.01 8.45 9.78 -0.02
Br 1.55 6.03 7.75 -0.01
Br -0.59 8.30 7.00 0.01
H 1.85 8.47 7.44 0.39
C 16.60 1.26 -3.86 -0.34
Br 16.56 1.83 -2.00 0.00
Br 17.07 -0.61 -4.02 -0.01
Br 14.94 1.67 -4.78 -0.01
H 17.39 1.83 -4.35 0.34
C 1.67 3.41 3.08 -0.45
Br 1.62 3.97 4.94 0.06
Br 2.15 1.53 2.92 0.03
Br 0.02 3.82 2.16 -0.03
H 2.46 3.98 2.60 0.36
C 4.25 4.41 -2.92 -0.46
Br 6.03 3.82 -3.41 -0.07
Br 3.67 5.92 -4.00 -0.09
Br 2.96 2.95 -2.97 0.20
H 4.30 4.75 -1.89 0.38
C -0.81 11.99 10.55 -0.26
Br 0.98 12.41 9.92 -0.01
Br -1.50 13.35 11.75 -0.04
Br -2.03 11.63 9.09 0.01
H -0.73 11.07 11.13 0.29
```

Summary:
Maximum force = 7.84 eV/Å
Lowest unoccupied orbital energy = -0.48 eV
Frontier orbital gap = 7.60 eV
HOMO level = -8.09 eV


(3)
A molecular structure, C29H22Cl2CrNO3PS, computed with wB97M-V/def2-TZVPD.

```
60
Properties=species:S:1:pos:R:3:mulliken_charge:R:1
Cr -0.25 0.26 0.82 0.30
C 0.29 -1.75 -0.33 -0.46
C -0.07 -1.73 -1.70 -0.84
C 0.92 -1.03 -2.41 -0.45
C 1.91 -0.62 -1.49 -0.88
C 1.54 -1.07 -0.21 -0.52
H -0.12 -2.41 0.42 0.68
H -0.97 -2.17 -2.11 0.50
H 0.90 -0.78 -3.47 0.50
H 2.79 -0.03 -1.73 0.45
H 2.15 -1.04 0.68 0.55
O -0.31 4.12 2.41 -0.79
S -0.62 3.04 1.52 1.40
O -1.29 1.86 2.08 -0.59
O 0.50 2.60 0.67 -0.61
C -1.85 3.68 0.37 -0.16
C -2.45 4.89 0.70 -0.56
C -3.48 5.39 -0.08 -0.55
C -3.92 4.69 -1.18 -0.83
C -3.30 3.48 -1.51 -0.20
C -2.27 2.96 -0.74 0.41
P -1.37 1.39 -1.25 1.17
C -2.73 0.48 -2.08 0.39
C -3.91 0.25 -1.38 -0.71
C -4.91 -0.55 -1.92 -0.95
C -4.74 -1.13 -3.17 -0.55
C -3.56 -0.92 -3.87 -0.69
C -2.56 -0.13 -3.32 -0.23
C -0.46 2.16 -2.67 0.57
C 0.89 2.43 -2.48 -0.41
C 1.62 3.08 -3.47 -0.73
C 1.01 3.47 -4.65 -0.56
C -0.34 3.21 -4.85 -0.77
C -1.07 2.56 -3.85 -0.10
H -2.10 5.42 1.58 0.56
H -3.95 6.33 0.18 0.36
H -4.72 5.06 -1.80 0.39
H -3.65 2.93 -2.37 0.21
H -4.05 0.67 -0.40 0.71
H -5.82 -0.73 -1.35 0.39
H -5.52 -1.76 -3.59 0.36
H -3.41 -1.39 -4.84 0.38
H -1.63 0.00 -3.86 0.39
H 1.37 2.11 -1.56 0.34
H 2.67 3.28 -3.31 0.41
H 1.58 3.98 -5.42 0.35
H -0.83 3.51 -5.76 0.41
H -2.12 2.36 -4.02 0.23
Cl -3.04 -1.06 1.65 -0.23
C -2.36 -1.08 3.28 0.67
C -3.23 -1.26 4.33 -0.57
C -2.76 -1.35 5.64 -0.45
C -1.38 -1.24 5.83 -0.57
C -0.51 -1.05 4.78 0.26
Cl 1.21 -0.94 5.16 -0.31
C -0.90 -0.92 3.37 -0.49
N -0.09 -0.75 2.39 -0.52
H -4.29 -1.35 4.12 0.31
H -3.44 -1.49 6.48 0.32
H -0.96 -1.31 6.83 0.32
```

Summary:
Maximum force = 0.80 eV/Å
Lowest unoccupied orbital energy (alpha / beta) = 4.30 / 4.30 eV
Energy above the lowest of the compared OMol25 structures with the same formula, charge and spin = 10.1 kJ/mol
Frontier orbital gap (alpha / beta) = 3.98 / 4.44 eV
2S+1 = 5
Charge = -2
HOMO level (alpha / beta) = 0.31 / -0.14 eV


(4)
A gas-phase ion, C3H5N2OS (charge +1) in a non-equilibrium geometry, computed with wB97M-V/def2-TZVPD.

```
12
Properties=species:S:1:pos:R:3:mulliken_charge:R:1
C 0.18 0.51 0.20 0.65
C 2.38 1.80 -0.99 0.76
C 0.98 -0.06 -1.02 -0.63
N 0.59 1.68 0.55 -0.55
N -0.88 -0.29 0.50 -0.39
O 2.16 0.67 -1.40 -0.24
S 3.05 3.16 -0.80 -0.09
H 1.56 -0.97 -0.78 0.37
H 0.38 0.01 -2.00 0.36
H 0.24 2.06 1.48 0.26
H -0.82 -1.20 0.03 0.23
H -1.73 0.01 1.04 0.27
```

Summary:
Maximum force = 3.35 eV/Å
Lowest unoccupied orbital energy = -4.80 eV
Energy above the lowest of the compared OMol25 structures with the same formula, charge and spin = 152.4 kJ/mol
Frontier orbital gap = 9.49 eV
Charge = +1
HOMO level = -14.29 eV


(5)
A molecular structure, CH2NP3 in a non-equilibrium geometry, computed with wB97M-V/def2-TZVPD.

```
7
Properties=species:S:1:pos:R:3:mulliken_charge:R:1
C -0.18 -1.27 -0.42 -0.35
N 1.16 0.84 0.21 -0.28
P -1.54 -0.29 -0.41 -0.07
P 1.55 -0.62 -0.10 0.14
P -0.31 1.59 -0.11 0.05
H -0.13 -2.27 -0.37 0.42
H -0.55 2.02 1.20 0.09
```

Summary:
Maximum force = 3.67 eV/Å
Lowest unoccupied orbital energy = -1.06 eV
Energy above the lowest of the compared OMol25 structures with the same formula, charge and spin = 17.0 kJ/mol
Frontier orbital gap = 7.88 eV
HOMO level = -8.95 eV


(6)
16 unconnected molecules or ions with the total composition C4H39NO15 in a non-equilibrium geometry, computed with wB97M-V/def2-TZVPD.

```
59
Properties=species:S:1:pos:R:3:mulliken_charge:R:1
C 1.96 0.42 1.92 -1.74
C 0.67 0.83 1.20 2.05
C -0.18 -0.42 1.08 -1.34
C -2.03 0.71 -0.05 -0.48
N -1.56 -0.14 0.73 0.40
H 1.83 0.09 2.95 0.45
H 2.44 -0.38 1.37 0.13
H 2.55 1.33 2.07 0.63
H 0.92 1.03 0.13 -0.06
H 0.23 1.77 1.49 -0.81
H -0.17 -1.05 2.02 0.58
H 0.20 -1.10 0.24 0.00
H -1.53 1.60 -0.48 -0.08
H -3.02 0.72 -0.49 0.38
H 2.50 3.07 -1.99 0.33
H 2.68 2.67 -0.61 0.30
O 3.12 2.54 -1.48 -0.66
H -1.69 -0.49 3.06 0.37
H -2.41 0.75 3.29 0.29
O -2.57 -0.21 3.35 -0.66
H 0.34 -2.98 0.90 0.36
H 1.27 -4.23 0.61 0.31
O 1.05 -3.53 1.23 -0.60
H 0.79 4.12 0.87 0.29
H 2.17 3.79 1.37 0.36
O 1.61 3.68 0.59 -0.70
H -2.34 -3.39 2.52 0.29
H -2.38 -2.19 1.50 0.34
O -2.17 -3.12 1.62 -0.64
H 3.66 -1.42 -0.67 0.29
H 3.73 -2.80 0.02 0.30
O 3.69 -2.37 -0.84 -0.56
H -1.37 -2.60 -2.80 0.30
H -1.88 -1.60 -3.98 0.31
O -1.22 -2.22 -3.67 -0.66
H -2.86 3.49 -0.46 0.39
H -1.50 3.43 -0.22 0.32
O -2.16 4.14 -0.29 -0.66
H 2.65 0.23 -2.25 0.26
H 2.81 -1.00 -3.30 0.21
O 2.24 -0.53 -2.69 -0.43
H -2.09 3.58 2.34 0.28
H -1.47 2.77 3.58 0.28
O -1.46 2.91 2.63 -0.51
H 0.00 -0.81 -2.78 0.26
H 0.22 -0.20 -1.45 0.16
O -0.30 -0.06 -2.25 -0.61
H -2.14 -3.63 -1.31 0.34
H -3.13 -2.98 -0.60 0.32
O -3.03 -3.28 -1.52 -0.67
H 1.10 -2.98 -3.48 0.25
H 2.00 -3.47 -2.42 0.29
O 1.07 -3.49 -2.66 -0.57
H -2.18 0.97 -3.25 0.36
H -2.42 -0.40 -2.59 0.33
O -2.82 0.25 -3.35 -0.70
H 0.77 2.75 2.80 0.44
H 2.19 2.35 3.39 0.31
O 1.64 3.07 3.08 -0.71
```

Summary:
Maximum force = 3.86 eV/Å
Lowest unoccupied orbital energy = -0.25 eV
Energy above the lowest of the compared OMol25 structures with the same formula, charge and spin = 494.0 kJ/mol
Frontier orbital gap = 9.50 eV
HOMO level = -9.75 eV